Record 1
C49H45AsCl2KN6O7S4 as an isolated structure, computed with ωB97M-V/def2-TZVPD.

The expectation value of S² is 0.795. As for the total charge: -2. The spin multiplicity is 2. The value obtained for the LUMO energy (alpha / beta) is 3.0 / 3.0 eV. The value obtained for the frontier orbital gap (alpha / beta) is 2.96 / 5.45 eV. Its HOMO energy (alpha / beta) is 0.07 / -2.43 eV. The energy above the lowest of the compared OMol25 structures with the same formula, charge and spin is 1.154 eV.

Element x y z (Å)
K1 0.009 0.343 -0.159
O1 -0.177 2.605 0.307
N1 -0.069 3.236 1.439
C1 0.962 4.086 1.629
C2 1.193 4.752 2.806
C3 0.296 4.566 3.856
C4 -0.785 3.740 3.656
C5 -1.007 3.055 2.443
S1 -2.363 2.070 2.203
H1 1.608 4.210 0.774
H2 2.062 5.389 2.891
H3 0.442 5.067 4.805
H4 -1.517 3.573 4.432
Cl1 0.228 -6.720 -4.898
C6 0.834 -5.284 -4.101
C7 2.218 -5.058 -4.082
C8 2.698 -3.956 -3.440
Cl2 4.414 -3.677 -3.412
C9 1.866 -2.976 -2.754
O2 2.368 -2.045 -2.109
C10 0.445 -3.233 -2.885
C11 -0.566 -2.313 -2.404
O3 -0.474 -1.175 -1.966
C12 -0.023 -4.392 -3.521
H5 2.890 -5.751 -4.569
H6 -1.587 -2.752 -2.486
H7 -1.094 -4.565 -3.562
S2 -2.173 -4.987 1.735
C13 -2.738 -6.435 2.471
C14 -1.965 -6.791 3.532
C15 -0.898 -5.889 3.764
C16 -0.858 -4.840 2.870
C17 0.061 -3.726 2.817
C18 -0.082 -2.697 1.854
N2 0.663 -1.629 1.782
C19 1.672 -1.466 2.684
C20 1.926 -2.451 3.688
C21 3.000 -2.234 4.617
C22 3.755 -1.118 4.560
C23 3.526 -0.111 3.559
C24 4.304 1.029 3.462
C25 4.068 1.965 2.438
C26 2.997 1.664 1.562
N3 2.232 0.611 1.631
C27 2.472 -0.306 2.616
C28 4.879 3.141 2.260
C29 5.927 3.597 3.035
C30 6.518 4.787 2.548
C31 5.934 5.248 1.409
S3 4.646 4.218 0.906
C32 1.114 -3.572 3.733
H8 -3.610 -6.938 2.084
H9 -2.149 -7.667 4.140
H10 -0.184 -6.008 4.566
H11 -0.881 -2.761 1.117
H12 3.185 -2.991 5.372
H13 4.563 -0.958 5.267
H14 5.105 1.181 4.178
H15 2.770 2.349 0.748
H16 6.252 3.094 3.935
H17 7.352 5.282 3.028
H18 6.186 6.120 0.828
H19 1.298 -4.322 4.495
C33 -8.164 -4.668 2.468
C34 -8.295 -3.164 2.272
S4 -6.654 -2.450 2.557
O4 -6.307 -2.698 3.937
O5 -5.795 -2.959 1.524
C35 -6.938 -0.681 2.368
C36 -5.659 0.169 2.422
N4 -4.662 -0.145 1.416
C37 -3.486 -0.775 1.645
N5 -2.774 -0.906 0.539
C38 -3.479 -0.341 -0.450
C39 -4.660 0.162 0.055
N6 -5.656 0.826 -0.652
O6 -5.435 1.114 -1.816
O7 -6.707 1.143 -0.085
C40 -3.053 -1.236 2.987
H20 -9.110 -5.173 2.276
H21 -7.842 -4.882 3.486
H22 -7.410 -5.062 1.787
H23 -8.980 -2.705 2.983
H24 -8.569 -2.902 1.250
H25 -7.593 -0.425 3.201
H26 -7.441 -0.524 1.417
H27 -5.187 0.057 3.395
H28 -5.946 1.211 2.297
H29 -3.115 -0.284 -1.463
H30 -3.652 -2.086 3.319
H31 -3.134 -0.423 3.708
H32 -2.009 -1.531 2.924
C41 2.376 3.250 -2.207
As1 2.224 1.277 -2.193
C42 4.065 0.880 -1.651
C43 2.484 1.065 -4.183
C44 3.630 1.805 -4.770
C45 4.908 1.239 -4.804
C46 5.990 1.937 -5.315
C47 5.828 3.222 -5.817
C48 4.563 3.791 -5.808
C49 3.482 3.091 -5.296
H33 3.363 3.607 -2.507
H34 2.141 3.642 -1.218
H35 1.630 3.652 -2.896
H36 4.779 1.515 -2.176
H37 4.251 -0.168 -1.881
H38 4.181 1.021 -0.579
H39 1.539 1.387 -4.624
H40 2.593 -0.008 -4.329
H41 5.044 0.232 -4.430
H42 6.971 1.474 -5.326
H43 6.674 3.769 -6.214
H44 4.419 4.790 -6.204
H45 2.499 3.547 -5.307

Atom charges from the Mulliken analysis, given in e for atoms 1 to 2:
1. K 1.5597
2. O -0.8281

=====

Record 2
C49H45N5O2PtSe as an isolated structure, computed with ωB97M-V/def2-TZVPD.

The value obtained for the LUMO energy is -0.5 eV. The value obtained for the frontier orbital gap is 5.96 eV. Its HOMO energy is -6.45 eV.

Element x y z (Å)
Pt1 -0.663 -0.221 -0.958
C1 -0.898 0.716 3.220
C2 -0.605 0.695 1.853
N1 -0.982 -0.286 1.053
C3 -1.724 -1.306 1.563
C4 -2.081 -1.339 2.917
C5 -1.634 -0.302 3.753
C6 -2.897 -2.416 3.412
C7 -3.307 -3.408 2.603
C8 -2.932 -3.428 1.215
C9 -3.321 -4.455 0.337
C10 -2.917 -4.413 -0.969
C11 -2.118 -3.341 -1.393
N2 -1.754 -2.366 -0.590
C12 -2.149 -2.394 0.694
H1 -0.545 1.536 3.830
H2 -0.055 1.499 1.381
H3 -1.871 -0.321 4.810
H4 -3.189 -2.396 4.455
H5 -3.928 -4.210 2.986
H6 -3.934 -5.269 0.705
H7 -3.192 -5.192 -1.668
H8 -1.760 -3.273 -2.415
C13 -6.269 4.282 -0.852
C14 -6.448 3.091 -0.164
C15 -5.426 2.152 -0.126
C16 -4.203 2.380 -0.758
C17 -4.047 3.574 -1.470
C18 -5.066 4.513 -1.509
C19 -3.161 1.327 -0.713
C20 -1.839 1.452 -0.888
C21 -1.082 2.726 -0.815
C22 -0.034 3.025 -1.689
C23 0.716 4.179 -1.535
C24 0.457 5.060 -0.489
C25 -0.572 4.772 0.396
C26 -1.332 3.621 0.231
H9 -7.064 5.016 -0.894
H10 -7.387 2.890 0.337
H11 -5.572 1.219 0.409
H12 -3.133 3.745 -2.021
H13 -4.927 5.429 -2.072
H14 -3.565 0.324 -0.584
H15 0.191 2.334 -2.490
H16 1.518 4.389 -2.233
H17 1.052 5.956 -0.366
H18 -0.791 5.448 1.215
H19 -2.143 3.402 0.918
O1 -1.994 1.493 -3.716
C27 -1.271 0.553 -3.939
N3 -0.585 -0.243 -3.016
C28 0.183 -1.171 -3.699
O2 0.880 -2.039 -3.211
C29 -0.018 -0.966 -5.170
C30 0.532 -1.612 -6.256
C31 0.139 -1.178 -7.521
C32 -0.772 -0.134 -7.669
C33 -1.314 0.509 -6.558
C34 -0.915 0.066 -5.316
H20 1.241 -2.420 -6.124
H21 0.549 -1.656 -8.402
H22 -1.060 0.183 -8.664
H23 -2.020 1.324 -6.659
C35 3.090 -4.323 -0.529
C36 3.570 -3.825 0.831
C37 2.484 -3.886 1.904
C38 1.377 -2.852 1.717
N4 1.823 -1.494 2.021
C39 2.155 -0.534 1.116
Se1 2.011 -0.694 -0.714
N5 2.529 0.563 1.824
C40 2.953 1.841 1.255
C41 4.437 2.110 1.489
C42 5.371 1.102 0.823
C43 5.391 1.214 -0.699
C44 2.441 0.302 3.186
C45 2.653 1.104 4.297
C46 2.420 0.534 5.542
C47 1.986 -0.788 5.667
C48 1.763 -1.583 4.551
C49 1.998 -1.010 3.311
H24 3.928 -4.435 -1.218
H25 2.386 -3.628 -0.991
H26 2.605 -5.299 -0.434
H27 3.933 -2.797 0.736
H28 4.418 -4.427 1.165
H29 2.928 -3.749 2.895
H30 2.020 -4.877 1.895
H31 0.536 -3.067 2.381
H32 1.010 -2.843 0.691
H33 2.345 2.626 1.712
H34 2.708 1.808 0.194
H35 4.630 2.133 2.564
H36 4.651 3.113 1.108
H37 5.086 0.087 1.120
H38 6.380 1.263 1.212
H39 4.436 0.925 -1.137
H40 6.155 0.561 -1.124
H41 5.618 2.238 -1.008
H42 2.976 2.132 4.202
H43 2.578 1.128 6.433
H44 1.818 -1.200 6.653
H45 1.410 -2.602 4.645

Atom charges from the Mulliken analysis, given in e for atoms 1 to 2:
1. Pt 2.2983
2. C -1.2240

=====

Record 3
C49H46Cl4GeN6NaO8P2S2 as an isolated structure, computed with ωB97M-V/def2-TZVPD.

The expectation value of S² is 0.755. As for the total charge: -2. The spin multiplicity is 2. The value obtained for the LUMO energy (alpha / beta) is 3.5 / 3.5 eV. The value obtained for the frontier orbital gap (alpha / beta) is 5.80 / 6.80 eV. Its HOMO energy (alpha / beta) is -2.27 / -3.27 eV.

Element x y z (Å)
Na1 1.020 0.641 0.410
C1 -2.287 -2.784 -5.346
S1 -3.867 -3.375 -4.689
C2 -3.514 -3.209 -2.912
C3 -3.348 -1.768 -2.428
C4 -1.915 -1.399 -2.022
N1 -1.290 -2.039 -0.867
P1 -1.381 -1.549 0.746
C5 -1.545 -3.199 1.668
C6 -2.315 -3.277 2.832
C7 -2.309 -4.408 3.633
C8 -1.514 -5.492 3.308
C9 -0.734 -5.440 2.162
C10 -0.753 -4.308 1.364
C11 -3.134 -1.081 1.100
C12 -4.063 -2.046 0.708
C13 -5.413 -1.868 0.955
C14 -5.848 -0.728 1.618
C15 -4.926 0.207 2.055
C16 -3.571 0.021 1.813
P2 0.607 -2.314 -0.941
C17 0.346 -3.653 -2.231
C18 1.184 -3.598 -3.346
C19 1.078 -4.539 -4.358
C20 0.158 -5.575 -4.252
C21 -0.638 -5.669 -3.121
C22 -0.549 -4.709 -2.119
C23 2.373 -2.879 -0.639
C24 3.357 -1.929 -0.373
C25 4.621 -2.317 0.041
C26 4.914 -3.662 0.217
C27 3.941 -4.617 -0.034
C28 2.678 -4.224 -0.454
H1 -2.305 -2.943 -6.422
H2 -1.469 -3.353 -4.903
H3 -2.162 -1.723 -5.136
H4 -2.615 -3.788 -2.730
H5 -4.351 -3.718 -2.430
H6 -4.033 -1.565 -1.611
H7 -3.619 -1.072 -3.226
H8 -1.904 -0.312 -1.912
H9 -1.278 -1.648 -2.877
H10 -2.918 -2.428 3.132
H11 -2.907 -4.424 4.537
H12 -1.488 -6.365 3.948
H13 -0.088 -6.271 1.905
H14 -0.115 -4.266 0.497
H15 -3.711 -2.946 0.219
H16 -6.123 -2.622 0.635
H17 -6.905 -0.590 1.812
H18 -5.254 1.082 2.601
H19 -2.868 0.722 2.235
H20 1.927 -2.812 -3.415
H21 1.717 -4.467 -5.230
H22 0.074 -6.311 -5.043
H23 -1.343 -6.485 -3.020
H24 -1.181 -4.789 -1.244
H25 3.145 -0.880 -0.536
H26 5.373 -1.563 0.239
H27 5.903 -3.964 0.541
H28 4.167 -5.668 0.105
H29 1.927 -4.982 -0.656
O1 -4.108 3.419 -0.509
C29 -3.654 4.265 0.398
O2 -4.195 5.332 0.592
C30 -2.458 3.842 1.170
C31 -1.893 4.557 2.203
Cl1 -2.281 6.088 2.824
N2 -0.826 3.864 2.653
N3 -0.680 2.709 1.994
C32 -1.635 2.679 1.088
C33 -1.748 1.537 0.123
O3 -2.551 1.659 -0.808
O4 -0.991 0.506 0.294
C34 0.111 4.318 3.631
C35 1.402 4.594 3.213
C36 2.340 5.034 4.130
C37 1.986 5.178 5.464
C38 0.692 4.890 5.872
C39 -0.258 4.471 4.955
H30 -3.506 2.619 -0.621
H31 1.665 4.416 2.180
H32 3.350 5.241 3.799
H33 2.728 5.499 6.185
H34 0.423 4.973 6.918
H35 -1.258 4.212 5.271
O5 1.254 -1.592 1.696
C40 0.470 -1.639 0.735
Cl2 0.157 -2.017 5.088
Ge1 -0.368 -0.586 3.396
Cl3 1.503 0.687 3.570
Cl4 -1.823 0.696 4.787
S2 0.133 1.068 -3.518
C41 0.612 -0.105 -2.600
N4 1.026 -1.034 -1.979
C42 3.790 5.955 0.551
C43 3.198 4.551 0.447
C44 3.109 3.916 -0.963
C45 2.305 4.831 -1.910
C46 2.140 4.271 -3.320
C47 4.486 3.723 -1.576
O6 5.306 4.622 -1.691
N5 4.745 2.481 -2.063
C48 3.884 1.345 -2.035
O7 4.245 0.367 -2.667
N6 2.767 1.431 -1.290
C49 2.349 2.582 -0.767
O8 1.307 2.601 -0.094
H36 3.885 6.224 1.605
H37 3.142 6.694 0.079
H38 4.773 6.004 0.089
H39 2.174 4.565 0.817
H40 3.765 3.866 1.086
H41 2.822 5.790 -1.969
H42 1.324 4.986 -1.456
H43 3.107 4.123 -3.805
H44 1.558 4.964 -3.930
H45 1.620 3.316 -3.301
H46 5.620 2.348 -2.545

Atom charges from the Mulliken analysis, given in e for atoms 1 to 2:
1. Na 0.6726
2. C -0.2984

=====

Record 4
C49H46N5O5TeTi as an isolated structure, computed with ωB97M-V/def2-TZVPD.

The expectation value of S² is 2.043. As for the total charge: -1. The spin multiplicity is 3. The value obtained for the LUMO energy (alpha / beta) is 2.3 / 2.3 eV. The value obtained for the frontier orbital gap (alpha / beta) is 4.07 / 6.81 eV. Its HOMO energy (alpha / beta) is -1.74 / -4.48 eV. The energy above the lowest of the compared OMol25 structures with the same formula, charge and spin is 1.768 eV.

Element x y z (Å)
Ti1 0.004 -0.628 0.166
C1 2.495 1.874 2.591
C2 1.489 0.759 2.371
O1 1.037 0.600 1.171
C3 1.113 -0.023 3.443
C4 0.236 -1.123 3.311
C5 0.005 -2.044 4.483
N1 -0.290 -1.415 2.137
N2 -0.976 -2.606 2.106
C6 -1.239 -2.964 0.872
O2 -0.950 -2.195 -0.128
C7 -1.746 -4.322 0.682
C8 -2.283 -5.047 1.752
C9 -2.631 -6.371 1.590
C10 -2.457 -7.006 0.368
C11 -1.949 -6.288 -0.706
C12 -1.604 -4.961 -0.553
H1 2.054 2.834 2.325
H2 3.364 1.710 1.954
H3 2.804 1.908 3.633
H4 1.548 0.176 4.412
H5 0.408 -1.618 5.399
H6 0.478 -3.003 4.272
H7 -1.062 -2.233 4.594
H8 -2.415 -4.550 2.700
H9 -3.038 -6.923 2.426
H10 -2.720 -8.049 0.256
H11 -1.817 -6.779 -1.662
H12 -1.200 -4.385 -1.369
C13 -2.197 -3.028 -3.765
C14 -1.150 -2.286 -2.942
O3 -1.353 -1.190 -2.469
N3 0.015 -2.971 -2.839
C15 1.263 -2.351 -2.448
C16 1.893 -2.850 -1.179
C17 2.722 -3.955 -1.232
C18 3.418 -4.368 -0.102
C19 3.240 -3.616 1.061
C20 2.395 -2.530 1.040
N4 1.718 -2.118 -0.050
H13 -3.189 -2.710 -3.461
H14 -2.113 -4.108 -3.669
H15 -2.038 -2.751 -4.808
H16 0.086 -3.865 -3.305
H17 1.036 -1.295 -2.304
H18 1.976 -2.468 -3.271
H19 2.842 -4.483 -2.167
H20 4.068 -5.228 -0.132
H21 3.765 -3.881 1.967
H22 2.254 -1.939 1.938
C21 -0.733 4.636 -4.469
C22 -0.386 3.439 -3.630
C23 0.662 2.601 -3.993
C24 0.972 1.471 -3.256
C25 1.916 0.512 -3.916
O4 1.464 -0.475 -4.511
C26 3.332 0.841 -3.970
C27 3.895 1.913 -3.262
C28 5.228 2.219 -3.417
C29 6.039 1.466 -4.260
C30 5.497 0.388 -4.953
C31 4.167 0.077 -4.804
C32 0.283 1.181 -2.053
O5 0.683 0.220 -1.283
C33 -0.840 2.000 -1.701
C34 -1.135 3.107 -2.523
C35 -1.711 1.664 -0.615
N5 -1.600 0.547 0.107
C36 -2.499 0.392 1.235
C37 -2.041 1.350 2.316
Te1 -2.517 0.767 4.321
C38 -1.110 2.177 5.083
C39 -0.770 3.307 4.352
C40 0.164 4.202 4.840
C41 0.753 3.991 6.074
C42 0.421 2.864 6.807
C43 -0.498 1.959 6.310
C44 -2.775 2.658 -0.315
C45 -4.136 2.395 -0.493
C46 -5.089 3.329 -0.128
C47 -4.710 4.546 0.413
C48 -3.360 4.839 0.557
C49 -2.408 3.908 0.197
H23 -0.020 4.741 -5.283
H24 -0.718 5.544 -3.868
H25 -1.731 4.529 -4.896
H26 1.233 2.808 -4.887
H27 3.268 2.493 -2.601
H28 5.654 3.059 -2.882
H29 7.085 1.714 -4.368
H30 6.121 -0.196 -5.617
H31 3.718 -0.748 -5.337
H32 -1.992 3.720 -2.285
H33 -2.460 -0.645 1.577
H34 -3.544 0.609 0.975
H35 -2.480 2.329 2.140
H36 -0.956 1.425 2.283
H37 -1.224 3.502 3.393
H38 0.425 5.075 4.254
H39 1.467 4.706 6.456
H40 0.879 2.684 7.771
H41 -0.741 1.067 6.870
H42 -4.446 1.461 -0.942
H43 -6.139 3.105 -0.264
H44 -5.458 5.268 0.709
H45 -3.055 5.793 0.966
H46 -1.356 4.130 0.318

Atom charges from the Mulliken analysis, given in e for atoms 1 to 2:
1. Ti -1.7090
2. C -1.9318

=====

Record order is preserved below.
Maximum force: 1.3; 1.0; 2.1; 3.4 eV/Å